Computed, not measured: a 2-piece molecular cluster, C4H12BN overall in a non-equilibrium geometry, with ωB97M-V with the def2-TZVPD basis set.

Last column: Mulliken charge in e.
CARTESIAN COORDINATES (ANGSTROEM)
1 B -0.6901 -1.5041 1.0068  0.17
2 C 2.2342 -0.8650 -0.4698  -0.61
3 C -1.9154 1.4440 -0.1109  -0.89
4 C 1.8400 0.4796 0.0118  -0.69
5 C -1.6787 0.0742 -0.8397  -0.38
6 N -0.7959 -0.6805 -0.0923  -0.16
7 H 0.1683 -1.6592 1.6993  -0.08
8 H -1.6490 -2.2463 1.3461  -0.07
9 H 3.2707 -0.9713 -0.1990  0.34
10 H 1.5798 -1.5994 0.0673  0.07
11 H 2.1869 -1.0753 -1.5548  0.25
12 H -1.0556 2.1122 -0.2768  0.22
13 H -2.8533 1.8048 -0.5984  0.33
14 H -1.9321 1.2397 0.9531  0.27
15 H 2.2166 0.7484 0.9450  0.32
16 H 1.4571 1.3708 -0.4763  0.36
17 H -2.6565 -0.5225 -0.9252  0.33
18 H -1.1068 0.2182 -1.8636  0.22

## Properties
- HOMO level (alpha / beta) (eV) = -8.03 / -9.30
- energy relative to the best compared isomer or geometry (same formula, charge and spin) (kJ/mol) = 508.06

Computed, not measured: C4H12BN as an isolated structure in a non-equilibrium geometry, with ωB97M-V with the def2-TZVPD basis set.

Last column: Mulliken spin population.
CARTESIAN COORDINATES (ANGSTROEM)
1 B -2.3038 -0.0461 -0.2173  0.24
2 C 1.1630 -0.5051 1.2046  0.00
3 C 0.8982 -0.6442 -1.2112  0.22
4 C 0.1461 1.5108 -0.0066  0.05
5 C 0.2244 -0.0897 0.0884  0.11
6 N -1.1041 -0.5732 0.2881  1.19
7 H -3.3431 -0.4880 0.1629  0.01
8 H -2.1698 0.8504 -1.0495  0.03
9 H 1.5518 -1.5090 1.3822  -0.03
10 H 2.0112 0.0821 1.1651  0.01
11 H 0.5871 -0.1871 2.0524  -0.02
12 H 0.8434 -1.7254 -1.1583  -0.05
13 H 1.8916 -0.1728 -1.1402  0.00
14 H 0.4463 -0.3992 -2.1955  0.00
15 H 0.1911 2.0660 0.9528  -0.02
16 H 0.9596 1.9010 -0.6929  -0.02
17 H -0.7681 1.7372 -0.4837  0.02
18 H -1.2251 -1.8076 0.8585  0.24

## Properties
- HOMO level (alpha / beta) (eV) = -4.69 / -11.10
- spin multiplicity = 3
- energy relative to the best compared isomer or geometry (same formula, charge and spin) (kJ/mol) = 161.21

Computed, not measured: a 2-piece molecular cluster, C4H12BN2O2 overall in a non-equilibrium geometry, with ωB97M-V with the def2-TZVPD basis set.

Last column: Mulliken charge in e.
CARTESIAN COORDINATES (ANGSTROEM)
1 B -2.1516 -0.5875 -0.3206  0.49
2 C 1.5912 0.0056 0.2125  1.07
3 C 1.9293 -1.4267 0.3313  -1.30
4 C 0.4387 0.5430 0.8550  -1.30
5 C -1.3919 0.7442 -0.7759  -0.05
6 N 2.4078 0.8331 -0.5491  -0.44
7 N -1.9156 1.8777 -0.3072  -0.29
8 O -1.9042 -1.6092 -1.0967  -0.42
9 O -2.7713 -0.5161 0.8659  -0.53
10 H 0.9987 -1.8861 0.6116  0.26
11 H 2.3273 -1.9507 -0.4383  0.49
12 H 2.7862 -1.5932 1.0496  0.32
13 H 0.4834 1.6611 0.9932  0.36
14 H 0.1140 0.0476 1.8374  0.35
15 H -0.8398 0.9958 -1.6632  0.47
16 H 2.1779 1.7873 -0.6678  0.21
17 H -2.5481 1.8350 0.5915  0.28
18 H 2.8904 0.2992 -1.3064  0.26
19 H -1.7316 2.7948 -0.4731  0.19
20 H -2.4446 -2.3485 -0.9516  0.29
21 H -3.1060 -1.3599 1.2782  0.30

## Properties
- HOMO level (alpha / beta) (eV) = -12.18 / -12.18
- charge = +1
- energy relative to the best compared isomer or geometry (same formula, charge and spin) (kJ/mol) = 77.56

Computed, not measured: a 3-piece molecular cluster, C4H12BrO2 overall in a non-equilibrium geometry, with ωB97M-V with the def2-TZVPD basis set.

Last column: Mulliken charge in e.
CARTESIAN COORDINATES (ANGSTROEM)
1 Br 2.7788 4.1348 0.8093  -0.99
2 C -2.1181 0.5670 -1.1358  -1.16
3 C -2.7491 0.6359 0.2798  0.29
4 C -2.1487 -0.4528 1.1763  -1.16
5 O -2.3627 1.8723 0.7612  -0.57
6 H -1.0729 0.2678 -1.0569  0.28
7 H -2.1104 1.5583 -1.5891  0.35
8 H -2.5902 0.0165 -1.9496  0.35
9 H -3.8366 0.5858 0.2260  0.30
10 H -2.4330 -0.3541 2.2240  0.31
11 H -1.0610 -0.4286 1.1097  0.29
12 H -2.4793 -1.4502 0.8864  0.34
13 H -1.4100 1.9902 0.7680  0.37
14 C 3.8672 -1.7894 -0.4718  -0.54
15 O 4.6431 -0.7127 -0.4429  -0.49
16 H 3.5073 -2.1191 -1.4465  0.23
17 H 4.4287 -2.6710 -0.1627  0.22
18 H 3.0670 -1.6902 0.2616  0.23
19 H 4.0800 0.0397 -0.2469  0.35

## Properties
- HOMO level (eV) = -3.60
- charge = -1
- energy relative to the best compared isomer or geometry (same formula, charge and spin) (kJ/mol) = 133.25

Computed, not measured: C4H12Cl3CrN4O20 as an isolated structure in a non-equilibrium geometry, with ωB97M-V with the def2-TZVPD basis set.

Last column: Mulliken spin population.
CARTESIAN COORDINATES (ANGSTROEM)
1 Cr -0.0419 -0.3967 0.7433  3.90
2 Cl 2.1433 0.5706 -2.0479  0.00
3 O 1.2051 1.0576 -3.0204  0.00
4 O 1.3961 0.3795 -0.8183  0.00
5 O 2.6547 -0.6812 -2.4863  0.00
6 O 3.2142 1.4840 -1.7874  0.00
7 Cl -2.5753 -1.3787 2.1985  -0.01
8 O -1.5624 -0.2896 2.3202  0.00
9 O -2.9189 -1.8628 3.4804  0.00
10 O -3.6913 -0.8091 1.4912  0.00
11 O -1.9677 -2.3838 1.3944  0.01
12 Cl 3.0726 -1.6604 2.1284  0.00
13 O 3.8861 -0.5279 1.9400  0.00
14 O 1.6915 -1.1912 2.1197  0.02
15 O 3.2638 -2.5684 1.0243  0.00
16 O 3.3622 -2.3332 3.3740  0.00
17 C -2.0740 0.2851 -3.3497  0.00
18 N -1.5601 -0.8428 -2.5413  0.01
19 O -1.5019 -1.9087 -3.1105  0.00
20 O -1.2775 -0.6195 -1.3960  0.01
21 H -2.5317 -0.1237 -4.2413  0.00
22 H -1.2537 0.9599 -3.5919  0.00
23 H -2.7683 0.8623 -2.7456  0.00
24 C -2.4364 3.9049 0.6838  0.00
25 N -2.2774 2.7313 -0.1938  0.01
26 O -1.6434 1.8020 0.2439  0.00
27 O -2.8736 2.7393 -1.2494  0.00
28 H -1.7195 4.6463 0.3391  0.00
29 H -2.3104 3.7010 1.7411  0.00
30 H -3.4588 4.2574 0.5676  0.00
31 C -0.0172 -4.3171 -1.6368  0.00
32 N 0.4735 -3.8233 -0.3294  0.01
33 O 1.0029 -4.5809 0.4291  0.00
34 O 0.4137 -2.6184 -0.1635  0.01
35 H -0.7338 -3.5839 -1.9880  0.00
36 H -0.3235 -5.3519 -1.5612  0.00
37 H 0.8566 -4.2095 -2.2822  0.00
38 C 2.7586 2.7340 2.1726  0.00
39 N 1.3012 2.5763 1.9221  0.00
40 O 0.9024 1.4708 1.7046  0.01
41 O 0.6342 3.5773 1.8600  0.01
42 H 2.9535 2.5211 3.2198  0.00
43 H 3.0013 3.7530 1.8918  0.00
44 H 3.3313 2.0490 1.5507  0.00

## Properties
- HOMO level (alpha / beta) (eV) = -6.71 / -6.71
- spin multiplicity = 5
- charge = -1
- energy relative to the best compared isomer or geometry (same formula, charge and spin) (kJ/mol) = 58.52

Computed, not measured: a 2-piece molecular cluster, C4H12ClN2 overall in a non-equilibrium geometry, with ωB97M-V with the def2-TZVPD basis set.

Last column: Mulliken charge in e.
CARTESIAN COORDINATES (ANGSTROEM)
1 C -2.2636 -0.9672 -0.0845  -0.91
2 C -1.0581 -0.4426 -0.9193  -0.91
3 C -0.4567 0.8374 -0.3462  -0.50
4 C 0.5834 0.7062 0.7254  -0.40
5 N 2.4928 1.3829 -0.4366  -0.40
6 N 1.0104 -0.5372 1.1806  -0.17
7 Cl 3.5275 0.1931 -0.1473  -0.01
8 H -3.0098 -0.2078 -0.2098  0.33
9 H -2.6820 -1.8331 -0.5431  0.34
10 H -1.9126 -1.0761 1.0130  0.25
11 H -1.4889 -0.0326 -1.9039  0.29
12 H -0.3267 -1.1409 -0.9888  0.58
13 H 0.2647 1.3504 -1.0199  0.27
14 H -1.0512 1.6408 -0.1816  0.62
15 H 0.6554 1.6212 1.4373  0.28
16 H 2.0607 1.2386 -1.3494  0.32
17 H 2.0740 -0.7608 0.7702  0.26
18 H 1.0646 -0.6305 2.2664  0.40
19 H 0.5163 -1.3420 0.7375  0.36

## Properties
- HOMO level (alpha / beta) (eV) = -13.45 / -13.20
- charge = +1
- energy relative to the best compared isomer or geometry (same formula, charge and spin) (kJ/mol) = 439.17

Computed, not measured: C4H12CrN4O16S2 as an isolated structure in a non-equilibrium geometry, with ωB97M-V with the def2-TZVPD basis set.

Last column: Mulliken spin population.
CARTESIAN COORDINATES (ANGSTROEM)
1 Cr -14.3955 5.0159 -21.8968  4.01
2 S -14.5162 7.2845 -20.4350  0.00
3 O -15.5190 7.9754 -19.7057  0.00
4 O -13.4109 8.1790 -20.1124  0.00
5 O -14.3004 5.9096 -19.9846  0.04
6 O -14.6532 7.0158 -21.8656  -0.01
7 S -13.1752 1.8805 -22.5070  0.00
8 O -13.2712 1.1849 -23.7598  0.00
9 O -11.8145 1.7870 -22.0304  0.00
10 O -13.7764 3.2119 -22.4401  0.01
11 O -13.9663 0.9461 -21.6759  0.00
12 C -18.3589 6.3045 -22.8085  0.03
13 N -17.6234 5.0051 -22.9613  0.51
14 O -16.4059 4.9500 -22.8779  0.09
15 O -18.3037 3.9579 -22.9866  0.28
16 H -19.3440 6.0486 -22.4183  -0.01
17 H -18.4278 6.7727 -23.7904  0.01
18 H -17.7337 6.9310 -22.1724  0.01
19 C -10.3027 6.4767 -20.5439  0.00
20 N -10.8154 5.4926 -21.5811  0.01
21 O -9.9404 4.9085 -22.2124  0.01
22 O -11.9957 5.4309 -21.7662  -0.01
23 H -10.1038 5.9428 -19.6147  0.00
24 H -11.0450 7.2538 -20.3616  0.00
25 H -9.4158 6.9261 -20.9904  0.00
26 C -15.0481 2.9212 -18.5377  0.01
27 N -16.0903 3.0802 -19.6180  0.07
28 O -15.7413 3.7333 -20.6341  -0.05
29 O -17.2632 2.7292 -19.5075  0.00
30 H -14.1982 2.3566 -18.9212  0.00
31 H -15.5533 2.3192 -17.7824  0.00
32 H -14.7899 3.9041 -18.1437  0.00
33 C -12.0814 4.7580 -25.5433  0.00
34 N -13.3864 5.3282 -25.3258  0.06
35 O -13.8495 5.3665 -24.1512  -0.06
36 O -13.9485 5.6787 -26.3199  0.00
37 H -11.4560 5.1348 -24.7341  0.00
38 H -11.6181 5.1322 -26.4563  0.00
39 H -12.1169 3.6710 -25.6165  0.00

## Properties
- HOMO level (alpha / beta) (eV) = 4.08 / 1.88
- spin multiplicity = 6
- charge = -3
- energy relative to the best compared isomer or geometry (same formula, charge and spin) (kJ/mol) = 0.00

Computed, not measured: C4H12F3HfO4 as an isolated structure in a non-equilibrium geometry, with ωB97M-V with the def2-TZVPD basis set.

Last column: Mulliken charge in e.
CARTESIAN COORDINATES (ANGSTROEM)
1 Hf 0.9743 1.7307 2.5267  1.70
2 F 0.1964 0.5184 3.6795  -0.31
3 F -0.6668 2.4036 3.0191  -0.28
4 F -0.3572 0.8075 1.5811  -0.34
5 C 1.5916 -1.5729 0.8206  -0.10
6 C 0.3094 -1.5484 -0.1270  -0.12
7 O -0.7968 -1.2443 0.7407  -0.53
8 O 1.5312 -2.5233 1.9422  -0.47
9 H 1.8713 -0.5766 1.1630  -0.25
10 H 2.4029 -1.9895 0.2237  0.44
11 H 0.1642 -2.5709 -0.4758  0.48
12 H 0.3803 -0.8352 -0.9483  0.35
13 H -0.5345 -0.5962 1.3985  0.45
14 H 2.2170 -2.3874 2.6001  0.29
15 C -0.4309 0.8852 -1.2184  -0.17
16 C -1.1286 1.2941 -2.5198  -0.67
17 O -1.9292 0.2305 -3.0551  -0.51
18 O -1.2986 1.0649 -0.1400  -0.66
19 H 0.4347 1.5478 -1.2185  0.22
20 H -0.0181 -0.1191 -1.3131  -0.14
21 H -0.3139 1.5225 -3.2069  0.34
22 H -1.5555 2.2564 -2.2371  0.30
23 H -2.1467 0.4879 -3.9541  0.32
24 H -0.8965 1.2144 0.7188  0.66

## Properties
- HOMO level (eV) = -11.55
- charge = +1